{
  "formula": "C2H6N2O3",
  "method": "ωB97M-V/def2-TZVPD",
  "total_charge": 0,
  "lumo_energy_ev": 0.63,
  "smiles": "O=C(O)NNCO",
  "multiplicity": 1,
  "gap_ev": 10.013,
  "e_above_lowest_kj_mol": 161.67,
  "elements": ["C", "C", "N", "N", "O", "O", "O", "H", "H", "H", "H", "H", "H"],
  "xyz": [[0.5165, -0.9412, -1.4610], [-0.4290, 0.8783, 1.3102], [-0.1419, -1.0319, -0.1656], [0.3209, -0.1459, 0.8320], [-0.1374, -0.1948, -2.4487], [-1.3681, 1.3687, 0.7321], [0.0470, 1.3136, 2.4956], [1.5378, -0.5750, -1.2860], [0.5646, -1.9558, -1.8753], [-1.1508, -0.9244, -0.2693], [0.9999, -0.5556, 1.4631], [-0.2715, 0.7079, -2.1338], [-0.4881, 2.0561, 2.8066]],
  "atomic_forces_ev_per_a": [[0.38, -0.33, 0.12], [0.02, 0.28, -0.48], [-0.21, 0.22, 0.08], [0.56, -0.40, 0.09], [-0.32, 0.37, 0.05], [-0.36, 0.01, -0.02], [0.25, -0.18, 0.24], [-0.15, -0.10, 0.06], [0.03, 0.24, 0.11], [0.20, -0.05, 0.13], [-0.37, 0.05, -0.09], [0.04, -0.02, 0.01], [-0.08, -0.08, -0.29]],
  "lowdin_charge": [-0.2896, -0.6180, -0.0172, 0.0426, -0.0425, 0.0816, 0.1077, 0.1220, 0.1183, 0.1285, 0.1509, 0.0890, 0.1269]
}



{
  "formula": "C14H19ILuN7O",
  "method": "ωB97M-V/def2-TZVPD",
  "total_charge": -2,
  "lumo_energy_ev": [3.83, 3.84],
  "multiplicity": 1,
  "gap_ev": [1.811, 1.797],
  "elements": ["C", "I", "H", "H", "H", "C", "C", "N", "C", "N", "H", "H", "C", "C", "N", "H", "N", "H", "Lu", "C", "O", "C", "C", "H", "H", "H", "C", "H", "H", "H", "C", "H", "H", "H", "C", "H", "H", "H", "N", "C", "N", "C", "N"],
  "xyz": [[0.3038, 0.1195, -6.0933], [0.5205, 0.4351, -3.9663], [-0.5939, -0.4300, -6.2992], [1.1375, -0.4490, -6.4806], [0.3180, 1.0659, -6.6275], [-1.1193, 3.4079, 1.1068], [-2.1272, 3.0052, 0.3397], [-1.8685, 1.6932, -0.0383], [-0.6234, 1.3417, 0.4567], [-0.1730, 2.4222, 1.1329], [-0.9217, 4.3695, 1.5485], [-2.9738, 3.5602, -0.0296], [1.7264, -3.2509, 0.5923], [0.4611, -1.4239, 0.1484], [1.4713, -1.9408, 0.9183], [0.8940, -4.5126, -0.9972], [0.1293, -2.4902, -0.6982], [2.5482, -3.8172, 1.0178], [-1.7126, -0.6667, 0.6022], [0.3364, 0.2381, -0.1114], [1.4651, 0.7169, -0.2095], [0.9099, -3.5947, -0.4116], [-0.6711, -2.4286, -1.9158], [-1.6819, -2.8933, -1.8265], [-0.1661, -2.9840, -2.7316], [-0.7942, -1.3926, -2.3046], [2.3455, -1.2597, 1.8523], [3.3107, -1.8008, 1.8277], [1.9549, -1.3012, 2.8954], [2.4834, -0.2147, 1.5645], [1.1476, 2.6823, 1.7269], [1.3510, 3.7536, 1.5517], [1.9388, 2.0745, 1.2675], [1.1355, 2.4946, 2.8263], [-2.6292, 1.0194, -1.1156], [-2.0377, 0.2853, -1.7299], [-2.9665, 1.7665, -1.8634], [-3.5788, 0.5446, -0.7505], [-1.1337, -0.4786, 2.6520], [-0.3924, -0.5081, 3.5785], [0.4136, -0.5179, 4.5663], [0.0742, 0.3003, 5.5861], [-0.2116, 1.0589, 6.4420]],
  "atomic_forces_ev_per_a": [[0.48, 0.32, -0.01], [0.08, 0.03, -0.68], [-0.54, -0.11, 0.14], [0.31, -0.23, 0.30], [-0.23, 0.17, 0.29], [0.42, 0.64, -0.39], [-1.13, 0.60, 0.00], [-2.84, -0.91, -1.98], [1.97, -6.08, -0.69], [2.35, 1.99, 1.64], [-0.10, 0.00, 0.04], [-0.07, -0.23, 0.17], [0.40, -0.36, -0.45], [-4.71, 2.67, 2.59], [2.85, 0.03, 0.97], [-0.20, 0.44, 0.23], [-0.93, -0.36, -2.65], [-0.24, 0.22, 0.02], [0.17, -0.56, -0.06], [-2.21, 0.22, -1.73], [4.27, 1.07, -0.35], [0.15, -0.57, -0.10], [-0.31, -0.27, -0.48], [0.59, 0.43, 0.21], [0.08, 0.10, 0.20], [0.17, -0.70, 0.69], [-0.33, -0.25, 0.63], [-0.27, 0.44, 0.07], [0.28, 0.04, -0.60], [-0.02, -0.22, -0.11], [-0.48, -0.05, 0.45], [0.11, -0.35, 0.17], [-0.60, 0.18, -0.04], [0.00, 0.09, -0.57], [-0.34, 1.08, -0.63], [-0.12, 0.58, 0.85], [0.18, -0.07, 0.10], [0.70, 0.05, -0.13], [1.79, -0.51, 3.05], [-2.28, 0.40, -2.10], [0.24, 0.68, 1.86], [-0.34, 0.90, 0.39], [0.71, -1.55, -1.32]],
  "lowdin_charge": [-0.6030, 0.5086, -0.0342, -0.0327, -0.0298, -0.0963, -0.1135, -0.1973, -0.4114, -0.0897, 0.1076, 0.0955, -0.1107, -0.3579, -0.1234, 0.0988, -0.1626, 0.0994, 0.7809, -0.4647, -0.1716, -0.1264, -0.1909, 0.0462, 0.0605, -0.0433, -0.0403, 0.0784, 0.0602, 0.0689, -0.0291, 0.0755, 0.0669, 0.0844, -0.2204, 0.0346, 0.0705, 0.0268, -0.0084, -0.3736, 0.0325, -0.4088, 0.0438]
}



{
  "formula": "C5H11NO",
  "method": "ωB97M-V/def2-TZVPD",
  "total_charge": 0,
  "lumo_energy_ev": 0.94,
  "smiles": "CCN(C)CC=O",
  "multiplicity": 1,
  "gap_ev": 9.561,
  "e_above_lowest_kj_mol": 188.06,
  "elements": ["C", "C", "N", "C", "C", "C", "O", "H", "H", "H", "H", "H", "H", "H", "H", "H", "H", "H"],
  "xyz": [[0.9038, 1.5867, -1.0290], [1.0874, 0.0789, -0.8543], [0.0339, -0.5889, -0.0866], [-1.0477, -1.1145, -0.8877], [-0.4230, 0.0972, 1.1003], [-0.2609, -0.7827, 2.3073], [0.0976, -0.3565, 3.3760], [1.4167, 1.9053, -1.9310], [-0.1546, 1.8170, -1.1467], [1.1791, 2.1146, -0.1223], [1.1751, -0.4734, -1.7814], [1.9697, -0.1109, -0.2442], [-0.6325, -1.7277, -1.6910], [-1.6730, -1.7891, -0.2865], [-1.7545, -0.3583, -1.2744], [-1.4559, 0.4935, 1.0373], [0.0528, 1.0634, 1.3027], [-0.5141, -1.8546, 2.2116]],
  "atomic_forces_ev_per_a": [[-0.66, -0.57, -0.25], [-0.12, -0.08, 1.35], [-0.55, 0.00, -0.30], [-0.45, -0.40, 0.22], [-0.24, 0.72, 0.01], [-0.28, 0.33, 0.68], [0.07, -0.07, -0.01], [0.26, 0.43, 0.20], [-0.17, -0.03, -0.32], [0.55, 0.23, -0.19], [0.14, 0.12, -0.26], [0.52, 0.15, -0.41], [-0.15, 0.22, -0.08], [0.20, 0.08, 0.01], [0.29, 0.06, -0.20], [-0.16, -0.74, -0.11], [0.67, -0.44, -0.01], [0.08, -0.01, -0.33]],
  "lowdin_charge": [-0.0844, -0.2345, -0.2481, -0.1052, -0.1894, -0.2406, 0.0477, 0.0715, 0.0727, 0.0630, 0.1064, 0.1131, 0.0838, 0.0840, 0.0865, 0.1350, 0.1152, 0.1233]
}



{
  "formula": "CH2Cl2S2",
  "method": "ωB97M-V/def2-TZVPD",
  "total_charge": 0,
  "lumo_energy_ev": -0.81,
  "smiles": "SC(S)(Cl)Cl",
  "multiplicity": 1,
  "gap_ev": 9.125,
  "e_above_lowest_kj_mol": 103.49,
  "elements": ["C", "S", "S", "Cl", "Cl", "H", "H"],
  "xyz": [[-0.3384, 0.1757, 0.0582], [0.1959, 1.9157, 0.0231], [0.1942, -0.7563, -1.2863], [0.7138, -0.6203, 1.8233], [-1.9993, -0.1634, 0.5330], [1.5800, 1.4554, 0.0419], [-0.3462, -2.0068, -1.1932]],
  "atomic_forces_ev_per_a": [[0.16, -0.93, 2.63], [1.72, -1.91, -0.10], [0.84, -0.17, -1.56], [-0.78, 0.66, -1.48], [0.32, 0.68, -0.19], [-2.13, 0.95, -0.04], [-0.13, 0.72, 0.74]],
  "lowdin_charge": [-1.7822, 0.6167, 0.6545, 0.1156, 0.5233, -0.0435, -0.0844]
}



{
  "formula": "C5H26N2O6",
  "method": "ωB97M-V/def2-TZVPD",
  "total_charge": 0,
  "lumo_energy_ev": 0.21,
  "smiles": "CNC[C@H](C)NC.O.O.O.O.O.O",
  "multiplicity": 1,
  "gap_ev": 9.246,
  "e_above_lowest_kj_mol": 456.27,
  "elements": ["C", "N", "C", "C", "C", "N", "C", "H", "H", "H", "H", "H", "H", "H", "H", "H", "H", "H", "H", "H", "H", "H", "H", "O", "H", "H", "O", "H", "H", "O", "H", "H", "O", "H", "H", "O", "H", "H", "O"],
  "xyz": [[-2.3226, 0.3021, -1.3235], [-1.0605, 0.0253, -0.7145], [-1.6674, 0.3683, 1.7543], [-0.8012, 0.8891, 0.4307], [0.7160, 1.0625, 0.8543], [1.6832, 0.8007, -0.2400], [2.7842, -0.0608, 0.2344], [-2.8669, 1.1563, -0.6327], [-2.3384, 0.7566, -2.3693], [-3.0547, -0.5959, -1.4138], [-0.9322, -0.9583, -0.4576], [-2.2200, 1.2442, 2.2115], [-1.1652, 0.1390, 2.7669], [-2.1019, -0.5268, 1.2505], [-1.1644, 1.8332, 0.1770], [0.8570, 0.5713, 1.7656], [0.7218, 2.0978, 1.2330], [1.1979, 0.3152, -1.0010], [2.3145, -0.7453, 0.9651], [3.6038, 0.5076, 0.8229], [3.2507, -0.6232, -0.6620], [0.4448, 2.7854, -2.9243], [-0.2990, 1.9452, -2.0993], [-0.4467, 2.2278, -3.0807], [0.1145, -0.1675, -2.9777], [0.0739, -0.4493, -4.3447], [0.2983, -0.9160, -3.4936], [-2.0868, -2.4398, 2.0290], [-2.0322, -3.8097, 2.4316], [-2.2681, -2.9998, 2.7829], [0.3035, -1.7960, 2.8440], [1.3243, -0.7381, 2.0711], [0.7071, -1.6181, 1.9758], [2.9243, 2.6055, -1.1207], [4.0623, 2.4301, -0.1867], [3.7803, 3.0304, -0.8715], [-0.9728, -3.4390, -0.1221], [-0.3027, -2.5563, 1.0558], [-1.0585, -2.6536, 0.3793]],
  "atomic_forces_ev_per_a": [[-3.74, 1.47, 0.06], [1.40, 0.13, 0.25], [1.29, 1.36, 0.19], [0.97, -2.20, 2.58], [-1.54, 1.92, -2.33], [-0.05, 0.07, 0.72], [0.84, 0.08, -0.24], [0.82, -2.20, -1.80], [0.60, -0.58, 1.24], [1.36, 1.33, 0.50], [-0.20, 0.38, -0.30], [-0.73, -1.22, -1.41], [0.23, -0.37, -2.02], [-0.79, 0.91, 1.41], [-0.58, 1.57, -0.38], [0.59, -1.04, 0.96], [0.52, 0.11, -0.54], [0.01, 0.09, 0.54], [1.26, -0.29, -0.89], [-1.23, -0.68, -1.14], [-0.68, 0.87, 1.68], [-2.66, -1.17, -1.78], [-1.50, -0.27, -2.04], [4.27, 1.36, 3.84], [-0.44, 1.52, 2.17], [0.49, -1.27, 0.63], [-0.12, -0.24, -2.77], [-0.23, 0.41, -0.28], [0.60, -2.86, -0.84], [-0.60, 2.35, 1.51], [0.26, 0.24, -0.19], [-2.52, -3.59, 0.05], [2.00, 2.06, 1.33], [0.75, 0.41, 0.25], [0.38, -0.17, 0.40], [-1.13, -0.27, -0.58], [0.36, -1.23, -0.67], [-0.99, -0.19, -1.73], [0.76, 1.23, 1.60]],
  "lowdin_charge": [-0.1517, -0.1356, -0.0263, -0.3264, -0.1861, -0.1046, -0.1116, 0.1303, 0.0713, 0.1058, 0.0725, 0.0800, 0.0812, 0.0604, 0.0865, 0.0363, 0.1234, 0.0769, 0.0323, 0.0993, 0.1218, 0.1136, 0.0354, -0.1422, -0.0683, 0.0695, -0.0645, -0.0264, -0.0110, -0.0308, 0.0689, 0.1024, -0.1294, 0.0188, -0.0074, -0.0791, 0.0481, 0.0469, -0.0804]
}



{
  "formula": "C17H24N5O8SeZr",
  "method": "ωB97M-V/def2-TZVPD",
  "total_charge": -1,
  "lumo_energy_ev": 1.87,
  "multiplicity": 1,
  "gap_ev": 6.884,
  "e_above_lowest_kj_mol": 220.57,
  "elements": ["Zr", "O", "C", "O", "C", "N", "C", "C", "N", "C", "C", "N", "C", "C", "N", "C", "C", "C", "C", "O", "O", "C", "C", "O", "O", "C", "C", "O", "O", "H", "H", "H", "H", "H", "H", "H", "H", "H", "H", "H", "H", "H", "H", "H", "H", "H", "H", "H", "H", "H", "H", "H", "H", "Se", "C", "N"],
  "xyz": [[-0.2896, -1.1410, -0.1906], [-3.9152, -1.0639, 2.0756], [-2.8007, -0.7697, 1.7048], [-2.2664, -1.1078, 0.5663], [-1.9052, 0.1066, 2.5847], [-0.9123, 0.7913, 1.7486], [0.2622, 1.1932, 2.5212], [1.4055, 1.5886, 1.6060], [1.6692, 0.5185, 0.6222], [2.3047, 1.0781, -0.5795], [2.3684, 0.1366, -1.7808], [1.0948, -0.5470, -2.1394], [0.3232, 0.2953, -3.0827], [-0.3188, 1.4920, -2.4065], [-1.0817, 1.1462, -1.1823], [-1.0927, 2.2991, -0.2730], [-1.5891, 1.9322, 1.1111], [-2.4738, 0.8360, -1.5786], [-2.4995, -0.4827, -2.3336], [-3.2965, -0.6606, -3.2349], [-1.5913, -1.3066, -1.9395], [1.3725, -1.8617, -2.8060], [0.7080, -3.1177, -2.2029], [0.9074, -4.1640, -2.7773], [0.0221, -2.9586, -1.1156], [2.5714, -0.4673, 1.2808], [0.1915, -2.1654, 2.8522], [-0.2664, -3.4808, 3.7709], [-0.3217, -2.3394, 1.7878], [-1.4049, -0.5326, 3.3093], [-2.5323, 0.8108, 3.1416], [0.5558, 0.3377, 3.1302], [0.0298, 2.0280, 3.1992], [2.3057, 1.7717, 2.2048], [1.1854, 2.5233, 1.0943], [3.3404, 1.3724, -0.3532], [1.7761, 1.9950, -0.8280], [3.0964, -0.6354, -1.5589], [2.7233, 0.7170, -2.6430], [-0.4278, -0.3269, -3.5541], [0.9884, 0.6668, -3.8733], [-0.9785, 1.9868, -3.1288], [0.4454, 2.2194, -2.1433], [-1.7412, 3.0922, -0.6718], [-0.0899, 2.7118, -0.2357], [-2.6488, 1.6882, 1.0413], [-1.5220, 2.8202, 1.7561], [-2.8834, 1.6408, -2.1964], [-3.0951, 0.7048, -0.6966], [2.4416, -2.0610, -2.7924], [1.0606, -1.8158, -3.8495], [2.2439, -0.5869, 2.3121], [3.5957, -0.0756, 1.2797], [2.3809, -2.1719, 0.3936], [0.1153, -3.3759, 4.9747], [0.4592, -3.2841, 6.0794]],
  "atomic_forces_ev_per_a": [[-0.09, -0.21, 0.02], [0.01, 0.02, -0.01], [0.00, 0.02, 0.05], [0.09, -0.03, -0.02], [-0.03, -0.02, -0.04], [-0.03, 0.02, -0.01], [0.01, -0.01, 0.01], [-0.01, -0.01, -0.02], [0.01, 0.01, -0.01], [0.00, -0.01, 0.01], [0.01, -0.01, 0.02], [-0.03, 0.05, -0.04], [0.00, 0.01, 0.00], [-0.01, 0.00, 0.00], [0.00, 0.02, 0.00], [0.02, -0.02, 0.02], [0.00, 0.00, 0.01], [0.00, -0.05, -0.01], [-0.05, -0.04, -0.04], [0.01, 0.04, 0.02], [0.11, 0.04, 0.06], [0.00, -0.05, 0.00], [0.07, 0.13, -0.06], [-0.06, -0.02, -0.02], [-0.03, 0.06, 0.09], [-0.01, -0.09, -0.06], [-0.01, 0.02, -0.05], [-0.03, 0.00, 0.00], [-0.03, 0.05, 0.05], [0.00, 0.00, 0.00], [0.00, 0.00, -0.01], [0.00, 0.00, 0.00], [0.00, 0.00, 0.01], [0.00, 0.01, 0.00], [0.01, 0.00, 0.00], [0.00, 0.01, 0.00], [0.01, 0.00, -0.02], [0.00, 0.01, 0.00], [0.00, 0.01, 0.00], [0.00, 0.00, 0.00], [0.00, -0.02, 0.00], [0.00, 0.00, 0.00], [-0.01, 0.00, 0.00], [0.00, 0.00, -0.01], [0.00, 0.00, 0.00], [0.00, 0.01, 0.01], [-0.01, 0.00, 0.00], [0.00, 0.00, 0.00], [0.01, 0.01, 0.00], [-0.01, 0.00, 0.01], [0.01, 0.00, -0.01], [0.01, 0.01, 0.00], [-0.01, 0.02, 0.01], [0.04, 0.04, 0.02], [0.03, -0.02, -0.02], [-0.01, 0.02, 0.01]],
  "lowdin_charge": [1.8517, 0.0828, -0.6043, -0.1986, -0.1051, -0.1839, -0.1678, -0.1768, -0.2730, -0.1891, -0.2022, -0.2245, -0.1668, -0.1423, -0.1791, -0.1674, -0.1485, -0.0933, -0.6268, 0.0707, -0.1676, -0.0993, -0.6556, 0.0722, -0.2628, -0.6012, -0.1142, -0.0530, -0.1959, 0.1042, 0.1353, 0.0952, 0.1309, 0.1320, 0.0986, 0.1312, 0.0831, 0.0515, 0.1275, 0.1140, 0.1309, 0.1368, 0.1011, 0.1364, 0.0832, 0.1196, 0.1341, 0.1322, 0.1187, 0.1155, 0.1295, 0.0353, 0.0673, 0.7106, -0.5122, 0.0793]
}